Record 1
The following is a DFT calculation (ωB97M-V/def2-TZVPD) of 2 unconnected molecules or ions with the total composition C20H28Cl3F7N2O3 at a distorted geometry.

The geometry in XYZ format:
```
63
Properties=species:S:1:pos:R:3:forces:R:3
C 4.621 -0.752 2.672 -0.5 0.3 0.4
C 4.405 -2.340 2.907 0.3 0.8 0.7
O 4.408 -3.106 1.672 -1.1 1.1 0.4
C 3.235 -2.765 0.841 0.4 -0.4 0.2
C 3.759 -2.006 -0.481 -0.4 -0.6 -0.2
C 2.592 -1.218 -1.299 0.7 0.4 0.3
C 1.997 0.059 -0.462 1.3 -0.4 -0.4
C 0.636 0.661 -1.053 0.2 0.8 -0.6
C -0.733 0.165 -0.300 0.9 -1.8 1.1
C -0.767 0.661 1.271 -1.8 0.9 -0.2
Cl -0.125 -0.689 2.403 -0.3 1.3 -0.8
C -0.107 2.100 1.533 0.4 0.6 0.3
C 1.400 2.169 2.038 1.2 1.1 -0.1
Cl -1.138 2.952 2.847 0.6 -0.8 -1.1
C -0.689 -1.479 -0.305 0.8 -1.5 -1.6
C -0.959 -1.771 -1.888 -0.1 1.3 2.4
N -0.422 -2.947 -2.578 -0.9 3.2 -3.4
C -0.442 -2.829 -3.890 -3.6 0.4 -4.0
O -0.756 -2.745 -5.107 3.0 -0.8 8.5
N -1.693 -0.724 -2.286 1.9 -2.5 -1.4
C -2.078 0.269 -1.182 -0.6 0.0 -1.5
C -3.480 -0.382 -0.714 -2.5 -1.0 0.5
O -3.604 -0.739 0.682 0.4 -0.7 -0.9
C -4.198 -2.050 0.876 -0.8 -0.4 1.5
C -2.494 1.623 -1.934 -0.1 1.1 -1.8
F -3.443 1.317 -3.011 2.5 0.1 2.4
F -1.411 2.295 -2.628 -2.2 -2.0 1.8
C -3.218 2.738 -1.025 -2.3 1.2 0.8
F -4.633 2.746 -1.387 3.7 -0.2 0.9
F -3.181 2.502 0.384 0.4 0.0 -3.6
C -2.715 4.256 -1.264 -1.7 3.4 0.9
F -1.386 4.519 -0.803 -3.3 -1.2 -1.8
F -3.590 5.087 -0.431 2.9 -4.3 -4.4
F -2.957 4.728 -2.622 1.4 -1.9 3.5
H 5.531 -0.488 2.022 -1.3 -0.7 1.0
H 3.697 -0.264 2.176 1.4 -0.8 0.8
H 4.767 -0.226 3.696 -0.3 -0.9 -1.7
H 5.259 -2.677 3.619 -1.4 0.2 -1.6
H 3.409 -2.560 3.459 1.5 0.6 -0.8
H 2.506 -2.146 1.494 1.0 -0.9 -1.3
H 2.741 -3.794 0.603 0.7 1.9 0.1
H 4.221 -2.827 -1.169 -0.8 1.5 1.1
H 4.628 -1.311 -0.197 -1.5 -0.9 -0.3
H 3.085 -0.782 -2.245 -0.9 -0.8 1.3
H 1.784 -1.963 -1.631 1.1 1.1 0.6
H 1.992 -0.215 0.652 -0.4 0.5 -1.7
H 2.812 0.885 -0.582 -1.5 -1.4 0.3
H 0.744 1.822 -1.042 -0.6 -2.1 0.2
H 0.629 0.409 -2.193 -0.2 0.3 2.0
H -1.864 0.785 1.649 2.0 -0.5 -1.0
H -0.202 2.810 0.612 -0.2 -1.5 1.6
H 1.478 2.946 2.902 -0.2 -1.5 -1.6
H 1.893 1.202 2.394 -1.1 1.2 -0.5
H 2.089 2.597 1.198 -1.3 -0.8 1.3
H 0.294 -2.002 -0.038 -1.2 1.3 -0.4
H -1.448 -2.047 0.340 0.7 1.3 -1.1
H -1.957 -0.683 -3.285 -0.3 0.6 0.8
H -3.683 -1.365 -1.312 0.7 1.8 0.8
H -4.417 0.276 -0.950 2.0 -0.7 0.2
H -5.289 -2.103 0.477 2.0 0.1 0.3
H -4.291 -2.192 2.028 0.3 0.4 -2.1
H -3.539 -2.916 0.504 -0.9 1.3 0.2
Cl -3.708 6.454 1.266 -0.3 1.9 2.5
```
Positions in Å, forces in eV/Å.

The calculation puts the frontier orbital gap at 1.65 eV. The total energy comes out at -86894.31170 eV. Its spin multiplicity is 1.


Record 2
The following is a DFT calculation (ωB97M-V/def2-TZVPD) of a single C5H8ClNS molecule at a distorted geometry.

The geometry in XYZ format:
```
16
Properties=species:S:1:pos:R:3:forces:R:3
C -0.850 -2.499 -0.825 0.8 0.6 -2.2
C -1.133 -1.039 -0.385 0.9 -0.4 2.5
C 0.094 -0.261 -0.364 1.0 -0.2 -0.3
C 0.195 1.047 0.184 5.8 -2.1 -0.3
C 1.723 1.534 0.407 -1.5 -1.0 -0.3
H -1.703 -3.133 -1.054 -0.1 0.1 0.8
H -0.189 -2.633 -1.766 -1.1 1.1 0.9
H -0.110 -2.898 -0.147 -0.5 -0.4 0.9
H 1.203 -0.787 -0.622 -3.5 1.5 0.3
H -1.547 1.251 0.692 -1.7 0.1 0.7
H -0.627 2.760 1.108 0.3 -2.6 -0.8
H 1.998 1.186 1.478 -0.2 0.8 -1.9
H 2.328 1.086 -0.420 -0.3 0.4 1.1
N -0.671 1.715 0.831 -2.1 3.4 0.9
S -2.540 -0.653 0.668 2.1 -0.7 -2.6
Cl 1.829 3.325 0.214 0.1 -0.5 0.4
```
Positions in Å, forces in eV/Å.

The calculation puts the frontier orbital gap at 7.80 eV. As for the relative energy (zero: lowest compared OMol25 entry of this formula, charge and spin): 41.96 kcal/mol. The total energy comes out at -30160.34474 eV. Its spin multiplicity is 1.


Record 3
The following is a DFT calculation (ωB97M-V/def2-TZVPD) of 10 unconnected molecules or ions with the total composition C20H60O20 at a distorted geometry.

The geometry in XYZ format:
```
100
Properties=species:S:1:pos:R:3:forces:R:3
C 0.508 -1.364 -4.443 -1.6 0.4 1.5
C 0.939 -0.975 -5.833 0.8 -1.0 1.0
O 0.285 -1.764 -6.794 -0.2 0.4 -0.6
O 0.584 -2.766 -4.213 0.7 -0.3 -0.6
H -0.545 -1.108 -4.252 0.0 0.3 -0.4
H 1.033 -0.813 -3.652 0.4 0.0 -0.3
H 2.027 -1.131 -5.850 0.0 -0.1 -0.4
H 0.782 0.092 -5.978 -0.3 0.0 -0.2
H 0.062 -2.617 -6.406 0.2 0.0 0.2
H -0.017 -3.000 -3.499 -0.1 0.1 0.0
C 0.788 -4.603 -1.335 0.7 0.0 -1.3
C 1.272 -5.604 -0.289 -0.7 1.6 0.5
O 0.216 -6.403 0.193 0.2 -0.5 0.1
O -0.229 -3.669 -1.015 0.0 -0.3 1.0
H 0.423 -5.166 -2.196 0.0 0.1 0.0
H 1.653 -4.009 -1.659 0.2 -0.3 -0.2
H 1.730 -4.992 0.504 0.0 -0.3 0.3
H 2.061 -6.227 -0.705 -0.2 -0.2 -0.2
H -0.389 -5.853 0.698 0.0 0.1 -0.1
H 0.099 -3.067 -0.314 -0.2 0.0 0.0
C 3.776 -2.475 1.814 0.3 1.0 0.3
C 3.522 -1.498 2.958 0.8 -0.8 0.3
O 2.143 -1.354 3.243 -0.1 0.0 -0.4
O 3.309 -3.756 2.238 0.2 0.3 -0.9
H 4.857 -2.511 1.637 0.1 0.0 0.3
H 3.387 -2.082 0.866 -0.6 -0.5 0.1
H 4.014 -0.531 2.841 -0.1 0.0 -0.4
H 4.031 -2.005 3.790 -0.2 0.3 0.3
H 2.015 -0.470 3.597 -0.2 0.0 0.1
H 3.753 -4.362 1.632 -0.3 -0.3 0.3
C -2.739 2.733 -3.990 0.1 -1.5 -1.9
C -1.445 1.948 -4.308 -1.0 -0.1 1.1
O -0.476 1.986 -3.272 0.3 0.4 -0.1
O -2.669 4.086 -4.323 0.3 1.3 1.4
H -3.038 2.559 -2.966 0.1 0.5 0.4
H -3.535 2.261 -4.582 0.0 -0.1 0.0
H -1.088 2.307 -5.276 0.4 0.0 0.1
H -1.721 0.893 -4.394 -0.1 0.0 -0.3
H -0.738 2.596 -2.562 0.0 -0.1 -0.3
H -2.781 4.308 -5.245 -0.1 -0.6 -0.3
C 0.253 0.358 -0.160 -1.2 0.6 1.1
C -0.441 -0.483 0.931 0.9 0.6 -0.6
O 0.179 -1.760 1.021 -0.2 -0.6 -0.4
O 1.636 0.476 0.112 0.0 -0.4 -0.7
H -0.167 1.368 -0.098 0.1 0.1 0.1
H -0.078 0.032 -1.151 0.7 -0.4 -0.1
H -1.483 -0.561 0.625 -0.1 -0.3 0.4
H -0.302 -0.007 1.903 -0.4 0.2 0.0
H 0.802 -1.758 1.758 0.1 0.1 0.2
H 2.008 -0.384 -0.120 0.2 0.1 0.1
C -3.718 -2.661 -3.262 0.6 0.1 0.0
C -3.496 -1.971 -1.910 -0.7 0.1 -0.3
O -2.143 -1.741 -1.643 0.6 0.3 -0.1
O -2.949 -3.858 -3.298 0.2 0.1 -0.5
H -3.354 -1.981 -4.039 0.6 -0.2 0.1
H -4.733 -2.849 -3.625 -0.4 0.0 0.9
H -3.941 -2.529 -1.077 -0.2 -0.1 -0.1
H -3.966 -0.985 -1.955 -0.1 0.0 0.2
H -1.635 -2.563 -1.531 -0.3 -0.1 -0.2
H -3.188 -4.429 -2.564 -0.2 0.0 0.1
C 2.092 5.350 -1.371 -0.3 0.5 1.3
C 2.014 4.025 -0.629 -0.7 -1.0 -0.9
O 2.267 4.128 0.757 0.1 0.9 -0.1
O 1.236 6.306 -0.694 -0.1 -0.1 -0.3
H 1.779 5.275 -2.413 0.4 -0.2 0.0
H 3.084 5.792 -1.245 0.0 -0.3 -0.4
H 2.677 3.319 -1.139 0.2 0.0 0.5
H 1.010 3.579 -0.685 0.1 0.3 -0.6
H 1.699 4.891 0.974 0.4 -0.2 0.4
H 0.398 6.289 -1.163 -0.1 0.1 0.2
C 2.167 3.688 4.014 -0.4 0.0 0.8
C 0.964 2.861 3.582 0.9 -1.0 0.2
O 0.055 2.816 4.689 -0.7 0.4 -0.7
O 3.175 2.935 4.700 0.1 -0.1 -0.6
H 1.772 4.371 4.773 -0.2 0.4 -0.4
H 2.571 4.282 3.198 0.6 -0.4 0.0
H 1.191 1.815 3.330 0.7 0.1 0.1
H 0.613 3.192 2.601 -1.0 0.6 0.6
H 0.285 2.073 5.248 0.0 -0.2 -0.1
H 2.766 2.589 5.499 0.1 0.1 0.1
C -1.452 -2.790 5.493 1.6 0.7 -1.2
C -0.930 -3.312 6.811 0.0 0.0 0.3
O -0.296 -2.315 7.628 -0.1 -0.3 -0.5
O -0.392 -2.396 4.574 0.1 0.0 0.5
H -1.940 -1.823 5.619 -0.7 -0.4 0.2
H -1.986 -3.551 4.922 -0.8 0.1 0.7
H -0.205 -4.107 6.610 -0.2 -0.2 0.0
H -1.763 -3.714 7.396 0.0 -0.1 -0.1
H 0.609 -2.616 7.720 0.1 0.3 0.1
H -0.018 -3.177 4.154 0.1 0.0 0.1
C -1.871 4.480 -0.120 0.2 0.6 0.7
C -2.660 3.354 0.570 1.8 0.7 -0.7
O -3.738 2.881 -0.179 -0.6 0.2 0.3
O -1.237 4.060 -1.328 -0.4 -0.2 -0.1
H -1.093 4.842 0.572 0.0 -0.4 0.1
H -2.470 5.382 -0.291 -0.4 -0.4 -0.2
H -2.914 3.785 1.538 -0.7 -0.4 0.0
H -1.934 2.546 0.735 -0.1 0.0 0.2
H -3.430 2.787 -1.082 0.0 -0.1 -0.2
H -1.241 4.797 -1.945 -0.2 -0.1 -0.2
```
Positions in Å, forces in eV/Å.

The calculation puts the frontier orbital gap at 10.07 eV. As for the relative energy (zero: lowest compared OMol25 entry of this formula, charge and spin): 56.95 kcal/mol. The total energy comes out at -62656.87696 eV. Its spin multiplicity is 1.


Record 4
The following is a DFT calculation (ωB97M-V/def2-TZVPD) of a molecular structure, C3H5NO2.

The geometry in XYZ format:
```
11
Properties=species:S:1:pos:R:3:forces:R:3
O 0.898 -0.675 -0.683 -0.1 0.0 -0.2
C 0.585 -0.803 0.724 0.1 -0.1 0.4
C -0.664 0.084 0.552 -0.1 -0.3 0.0
O -0.649 1.348 1.146 0.2 0.2 -0.1
C -0.275 0.002 -0.927 -0.1 0.2 -0.4
N -0.762 0.377 -2.018 0.2 -0.1 0.3
H -0.154 0.097 -2.793 -0.1 0.1 0.1
H 0.399 -1.852 0.962 -0.1 0.1 0.1
H 1.372 -0.398 1.362 0.0 0.0 -0.1
H -1.611 -0.375 0.841 0.1 0.0 -0.2
H 0.034 1.882 0.718 -0.1 0.0 0.1
```
Positions in Å, forces in eV/Å.

The calculation puts the frontier orbital gap at 11.24 eV. As for the relative energy (zero: lowest compared OMol25 entry of this formula, charge and spin): 44.59 kcal/mol. The total energy comes out at -8775.76101 eV. Its spin multiplicity is 1.


Question: Number 4 is which compound?
Answer: C3H5NO2